1.
C5H6O | ωB97M-V with the def2-TZVPD basis set

Structure (ORCA input):
```
! wB97M-V def2-TZVPD RIJCOSX def2/J DEFGRID3
* xyz 0 1
C -1.712 0.341 -0.157
C -0.683 -0.728 0.200
C 0.806 -0.317 0.217
C 1.669 -0.582 -0.680
C 2.300 0.613 0.695
O 2.293 1.690 1.206
H -1.750 1.113 0.612
H -1.480 0.807 -1.119
H -2.712 -0.107 -0.240
H -0.686 -1.480 -0.605
H -0.985 -1.268 1.102
H 3.221 0.052 0.506
*
```

Results
- Gap between HOMO and LUMO: 9.350 eV
- Relative energy (zero: lowest compared OMol25 entry of this formula, charge and spin): 119.9 kcal/mol
- Maximum force: 1.2 eV/A

=====

2.
C5H6O | ωB97M-V with the def2-TZVPD basis set

Structure (ORCA input):
```
! wB97M-V def2-TZVPD RIJCOSX def2/J DEFGRID3
* xyz 0 1
O 1.603 -1.039 0.455
C 1.041 -0.131 -0.412
C -0.272 -0.402 -1.007
C -0.131 0.739 0.051
C -0.316 0.665 1.796
C -1.285 0.294 1.053
H 1.277 -0.828 1.351
H 1.756 0.410 -1.028
H -0.738 -1.331 -0.682
H -0.561 -0.046 -1.987
H -0.129 1.758 -0.334
H -2.243 -0.088 0.743
*
```

Results
- Gap between HOMO and LUMO: 10.767 eV
- Relative energy (zero: lowest compared OMol25 entry of this formula, charge and spin): 112.9 kcal/mol
- Maximum force: 0.9 eV/A

=====

3.
C5H6O | ωB97M-V with the def2-TZVPD basis set

Structure (ORCA input):
```
! wB97M-V def2-TZVPD RIJCOSX def2/J DEFGRID3
* xyz 0 1
C -1.031 0.443 0.459
C -0.116 -0.683 0.879
C 0.696 -1.109 -0.176
O -0.369 -0.151 -1.821
C -0.213 0.762 -0.824
C 1.110 0.226 -0.256
H -1.048 1.275 1.171
H -2.051 0.081 0.279
H -0.183 -1.235 1.815
H 1.269 -2.029 -0.236
H -0.264 1.823 -1.122
H 2.131 0.598 -0.194
*
```

Results
- Gap between HOMO and LUMO (alpha / beta): 8.046 / 8.046 eV
- Relative energy (zero: lowest compared OMol25 entry of this formula, charge and spin): 124.1 kcal/mol
- Maximum force: 0.7 eV/A

=====

Number 1: energy -7324.0835 eV. Number 2: energy -7324.3905 eV. Number 3: energy -7323.9040 eV.